w | DFT (ωB97M-V with the def2-TZVPD basis set) results for a 5-piece molecular cluster, H11NO4 overall.

```
! wB97M-V def2-TZVPD RIJCOSX def2/J DEFGRID3
* xyz 0 1
N -0.2336 -2.0763 0.4760
H -0.5654 -2.6680 1.2363
H 0.0559 -1.2763 1.0446
H 0.6886 -2.4392 0.2417
H 0.1495 2.3616 0.0786
H -0.1959 3.5427 0.8842
O -0.0828 2.5985 0.9876
H -0.7290 1.4948 -2.1461
H -0.6092 0.2467 -1.3015
O -0.2207 1.1180 -1.3946
H -0.4873 -1.8759 -2.6952
H -0.8707 -1.8541 -1.2086
O -1.1556 -1.4909 -2.1016
H 0.9176 0.9112 1.4095
H 2.0067 1.0136 2.4043
O 1.3318 0.3935 2.0848
*
```

SMILES = N.O.O.O.O
Kohn-Sham gap = 0.4315 hartree
HOMO level = -11.00 eV
LUMO = 0.75 eV

=====

x | DFT (ωB97M-V with the def2-TZVPD basis set) results for a 6-piece molecular cluster, H11NO4 overall.

```
! wB97M-V def2-TZVPD RIJCOSX def2/J DEFGRID3
* xyz 0 1
N 2.5974 -0.6363 0.6567
H 3.5817 -0.6076 0.9015
H 2.0564 -0.3231 1.4695
H 2.3010 -0.0857 -0.1683
H 0.4365 0.6311 -1.4180
H 1.5963 -0.6369 -1.4525
O 1.4091 0.2993 -1.5654
H -1.3471 2.0441 -1.5906
H -0.8706 -0.5500 -1.1880
O -1.0074 1.3515 -0.9859
H -2.2451 0.4998 0.0749
H -3.5592 0.1558 0.6051
O -2.6254 0.0107 0.8443
H -1.1438 -0.7274 1.2986
H 0.0998 -0.7229 0.4387
O -0.2429 -1.0866 1.2650
*
```

Kohn-Sham gap = 0.1946 hartree
HOMO level = -9.27 eV
LUMO = -3.97 eV

=====

Pick w: it beats the second-best structure by 6.213 eV.

=====

w | DFT (ωB97M-V with the def2-TZVPD basis set) results for C4H8P2 as an isolated structure.

```
! wB97M-V def2-TZVPD RIJCOSX def2/J DEFGRID3
* xyz 0 1
C 1.3191 0.1605 -0.0545
C -1.3035 0.0774 -0.2723
C 2.8070 -0.2565 -0.0489
C -2.6031 0.5053 0.2714
P 0.6341 1.6716 -0.5785
P -0.0702 -0.6572 0.8174
H -1.0775 -0.1848 -1.3262
H 2.8131 -1.1895 -0.6266
H 3.1290 -0.5166 0.8853
H 3.3537 0.5644 -0.4776
H -2.8816 -0.2278 1.0368
H -3.3290 0.4094 -0.5687
H -2.5874 1.5491 0.7454
H -0.2036 -1.9053 0.1969
*
```

Kohn-Sham gap (spin up / spin down) = 0.2832 / 0.2833 hartree
HOMO level (spin up / spin down) = -7.87 / -7.87 eV
LUMO (spin up / spin down) = -0.16 / -0.16 eV

=====

x | DFT (ωB97M-V with the def2-TZVPD basis set) results for the molecule C4H8P2.

```
! wB97M-V def2-TZVPD RIJCOSX def2/J DEFGRID3
* xyz 0 1
C -0.8317 0.0540 0.0798
C 0.5731 0.6416 0.0573
C -3.4239 -0.7344 -0.0193
C 3.3956 0.4418 -0.0018
P -2.3221 0.7371 -0.4070
P 1.8229 -0.4497 -0.3646
H -0.7378 -0.9765 0.1612
H 0.9123 1.7007 0.2125
H -4.5322 -0.6066 -0.0588
H -3.1086 -1.3526 -0.9865
H -3.2203 -1.4213 0.8851
H 3.6352 1.4625 -0.4302
H 3.4101 0.6411 1.0969
H 4.4274 -0.1378 -0.2246
*
```

SMILES = C/P=C/C=P/C
Kohn-Sham gap = 0.2682 hartree
HOMO level = -7.97 eV
LUMO = -0.68 eV

=====

y | DFT (ωB97M-V with the def2-TZVPD basis set) results for a 2-piece molecular cluster, C4H8P2 overall.

```
! wB97M-V def2-TZVPD RIJCOSX def2/J DEFGRID3
* xyz 0 1
C 1.9715 0.2024 -0.0093
C 1.4036 -0.7563 0.9868
C -1.9286 -0.0060 -1.1809
C -0.7082 -0.0778 -0.3954
P -2.2070 -0.2815 0.6312
P 0.7848 -1.0053 -0.7875
H 1.6153 1.2749 -0.1467
H 2.9809 0.0925 -0.2928
H 1.9555 -1.4945 1.5273
H 0.6247 -0.4349 1.6626
H -2.1997 0.9426 -1.7374
H -2.0623 -0.9094 -1.5920
H -0.1834 1.3888 0.1276
H -2.0471 1.0645 1.2065
*
```

Kohn-Sham gap = 0.3364 hartree
HOMO level = -8.74 eV
LUMO = 0.42 eV

=====

Pick x: it beats the second-best structure by 0.500 eV.

=====

w | DFT (ωB97M-V with the def2-TZVPD basis set) results for the molecule C21H25N3O7S.

```
! wB97M-V def2-TZVPD RIJCOSX def2/J DEFGRID3
* xyz 0 1
C -8.1274 -0.7967 -1.7805
C -6.7821 -1.5033 -1.8813
H -6.6867 -1.9905 -2.8543
C -5.6159 -0.5260 -1.7141
N -5.6415 0.1152 -0.4165
S -5.0096 -0.7090 0.8720
O -5.4208 -0.0259 2.0629
O -5.3361 -2.0956 0.7166
C -3.2261 -0.5586 0.7272
C -2.5726 0.4899 1.3470
C -1.2044 0.6360 1.2085
C -0.4897 -0.2814 0.4391
C -1.1574 -1.3472 -0.1674
C -2.5242 -1.4855 -0.0204
H -3.0536 -2.3183 -0.4548
H -0.6006 -2.0697 -0.7472
N 0.8927 -0.2001 0.2562
C 1.7487 0.7763 0.6712
O 1.4269 1.7831 1.2602
C 3.1830 0.5125 0.3097
C 3.7280 -0.7631 0.2253
C 5.0757 -0.9420 -0.0788
C 5.8938 0.1571 -0.3026
C 5.3427 1.4269 -0.2048
C 4.0050 1.6167 0.1068
H 3.6004 2.6145 0.1966
N 6.1902 2.5827 -0.4356
O 7.3683 2.3778 -0.6197
O 5.6623 3.6698 -0.4339
H 6.9387 0.0373 -0.5438
C 5.5874 -2.3417 -0.1628
O 4.8780 -3.3122 -0.0702
O 6.9034 -2.3905 -0.3551
C 7.4759 -3.6888 -0.4482
H 8.5439 -3.5395 -0.5805
H 7.2756 -4.2566 0.4623
H 7.0539 -4.2279 -1.2986
H 3.1447 -1.6518 0.4210
H 1.2857 -0.9575 -0.2863
H -0.6876 1.4497 1.6887
H -3.1461 1.1743 1.9517
C -5.7110 1.5523 -0.3278
H -6.6318 1.8899 -0.8159
C -4.5113 2.2939 -0.9292
C -4.5939 3.7863 -0.6333
H -3.7448 4.3083 -1.0675
H -5.5065 4.2081 -1.0482
H -4.5936 3.9607 0.4396
H -3.5872 1.8875 -0.5142
H -4.4851 2.1397 -2.0104
H -5.7884 1.7726 0.7380
H -5.6773 0.2498 -2.4808
H -4.6667 -1.0588 -1.8428
H -6.7070 -2.2609 -1.1025
H -8.2237 -0.0360 -2.5536
H -8.2223 -0.3219 -0.8075
H -8.9392 -1.5101 -1.8971
*
```

SMILES = CCCN(CCC)S(=O)(=O)c1ccc(NC(=O)c2cc(C(=O)OC)cc([N+](=O)[O-])c2)cc1
Kohn-Sham gap = 0.2941 hartree
HOMO level = -9.01 eV
LUMO = -1.01 eV

=====

x | DFT (ωB97M-V with the def2-TZVPD basis set) results for the molecule C21H25N3O7S.

```
! wB97M-V def2-TZVPD RIJCOSX def2/J DEFGRID3
* xyz 0 1
C -5.0180 -1.3791 0.1739
C -4.6602 -0.2774 -0.8144
H -5.5745 0.1934 -1.1876
H -4.0855 -0.6796 -1.6523
O -3.8139 0.7312 -0.2621
C -4.3814 1.6319 0.5446
N -5.6405 1.4511 0.9121
C -6.2033 2.2975 1.7574
C -5.5353 3.3740 2.3141
C -4.2307 3.5969 1.9087
C -3.6282 2.7406 0.9917
C -2.2719 3.0941 0.5231
O -1.5652 3.9033 1.0680
O -1.9264 2.4528 -0.6109
C -0.6726 2.7876 -1.1816
H -0.8074 2.8210 -2.2659
H -0.3491 3.7734 -0.8269
C 0.4415 1.7884 -0.8554
O 1.5744 1.9751 -1.2323
N 0.0070 0.7135 -0.1528
C 0.7919 -0.3443 0.3168
C 2.1479 -0.1667 0.5713
C 2.9043 -1.2363 1.0017
C 2.3400 -2.4766 1.2176
C 0.9825 -2.6418 0.9957
C 0.1944 -1.5945 0.5397
C -1.2715 -1.7907 0.2956
H -1.5302 -1.5469 -0.7344
H -1.8578 -1.1498 0.9552
H -1.5497 -2.8240 0.4857
H 0.5265 -3.6046 1.1733
H 2.9618 -3.2830 1.5708
S 4.6675 -1.0010 1.2543
O 4.8851 0.3351 1.7180
O 5.1444 -2.1048 2.0357
N 5.3958 -1.1243 -0.2290
C 5.3018 -0.0267 -1.1644
H 5.0918 0.8751 -0.5915
C 4.2193 -0.2782 -2.2198
H 4.2896 0.4598 -3.0196
O 4.3867 -1.5406 -2.8365
C 4.3456 -2.5860 -1.8917
H 4.4775 -3.5100 -2.4578
C 5.4581 -2.4250 -0.8502
H 5.3798 -3.1684 -0.0580
H 6.4315 -2.5228 -1.3443
H 3.3635 -2.6010 -1.3922
H 3.2214 -0.2159 -1.7648
H 6.2747 0.0773 -1.6589
H 2.6139 0.7957 0.4460
H -0.9956 0.6312 -0.0323
H -3.6592 4.4384 2.2713
H -6.0215 4.0250 3.0214
H -7.2367 2.0840 1.9955
H -5.6069 -2.1351 -0.3374
H -5.6044 -0.9676 0.9901
H -4.1226 -1.8445 0.5756
*
```

SMILES = CCOc1ncccc1C(=O)OCC(=O)Nc1cc(S(=O)(=O)N2CCOCC2)ccc1C
Kohn-Sham gap = 0.3207 hartree
HOMO level = -8.81 eV
LUMO = -0.08 eV

=====

Pick x: it beats the second-best structure by 2.268 eV.

=====

w | DFT (ωB97M-V with the def2-TZVPD basis set) results for an isolated ion of composition C3H7N2S and charge +1.

```
! wB97M-V def2-TZVPD RIJCOSX def2/J DEFGRID3
* xyz 1 1
C -0.4061 -0.7385 -0.1096
C 2.0788 -0.0146 0.6876
C -2.1479 1.1726 -0.7048
N 1.2868 -0.6273 -0.3693
N 0.4104 -1.7040 0.1119
S -1.9736 -0.2684 0.2762
H 2.5448 0.8766 0.1760
H 1.4437 0.3488 1.4078
H 2.6845 -0.7852 1.1247
H -1.3348 1.1123 -1.4936
H -2.0105 2.2088 -0.2844
H -3.1670 1.1739 -1.0293
H 0.5909 -2.7550 0.2068
*
```

Kohn-Sham gap (spin up / spin down) = 0.3471 / 0.3471 hartree
HOMO level (spin up / spin down) = -14.68 / -14.68 eV
LUMO (spin up / spin down) = -5.23 / -5.23 eV

=====

x | DFT (ωB97M-V with the def2-TZVPD basis set) results for a 2-piece molecular cluster, C3H7N2S overall.

```
! wB97M-V def2-TZVPD RIJCOSX def2/J DEFGRID3
* xyz 1 1
C 0.9727 -1.8454 1.0569
C 1.5847 -0.8142 0.2638
C -0.4541 -1.5381 -0.4179
N -0.2122 -2.2173 0.7837
N 0.4969 -0.6981 -0.6950
S -0.3669 2.5999 -1.8007
H 1.5702 -2.2443 1.9591
H 1.7722 0.1464 0.7866
H 2.4842 -0.9994 -0.2918
H -1.3234 -1.5474 -1.1368
H -1.4263 2.5317 -1.0127
H 0.5539 0.0845 -1.3161
H -0.5408 3.8035 -2.0774
*
```

Kohn-Sham gap = 0.2885 hartree
HOMO level = -13.46 eV
LUMO = -5.62 eV

=====

Pick x: it beats the second-best structure by 3.489 eV.

=====

w | DFT (ωB97M-V with the def2-TZVPD basis set) results for C29H32BaN4Si as an isolated structure.

```
! wB97M-V def2-TZVPD RIJCOSX def2/J DEFGRID3
* xyz 0 1
Ba -0.0848 -0.1544 0.2229
C -3.1443 0.3735 0.3984
N -2.2823 0.8908 -0.7206
C -2.2796 2.3759 -0.7550
C -1.7548 3.0374 0.5203
C -2.3096 4.2099 0.9981
C -1.7409 4.7940 2.1263
C -0.6634 4.1886 2.7408
C -0.1753 3.0019 2.2035
N -0.7093 2.4555 1.1159
C -2.5712 0.3162 -2.0735
C -2.1899 -1.1609 -2.3417
C -3.0326 -1.9581 -3.1003
C -2.6154 -3.2422 -3.4238
C -1.3884 -3.6954 -2.9786
C -0.6106 -2.8394 -2.2086
N -1.0030 -1.6047 -1.9142
C -3.1730 -1.1643 0.6238
C -4.3815 -1.8361 0.5953
C -4.3903 -3.2056 0.8331
C -3.2042 -3.8652 1.0835
C -2.0307 -3.1179 1.0989
N -2.0203 -1.8087 0.8894
H -4.1771 0.7091 0.2498
H -2.7807 0.8248 1.3315
H -3.2833 2.7528 -0.9927
H -1.6212 2.6691 -1.5757
H -3.1611 4.6602 0.5052
H -2.1500 5.7156 2.5207
H -0.2000 4.6095 3.6220
H 0.6607 2.4656 2.6439
H -1.9777 0.8959 -2.7846
H -3.6270 0.4796 -2.3228
H -3.9886 -1.5791 -3.4373
H -3.2516 -3.8793 -4.0254
H -1.0257 -4.6860 -3.2156
H 0.3658 -3.1464 -1.8476
H -5.2980 -1.3010 0.3861
H -5.3260 -3.7505 0.8137
H -3.1706 -4.9303 1.2634
H -1.0770 -3.5972 1.2928
C 1.7666 -0.2636 2.2686
C 2.7731 -0.1296 2.9605
C 3.9614 0.0370 3.7478
C 4.8287 1.1150 3.5400
C 5.9714 1.2734 4.3077
C 6.2835 0.3593 5.3059
C 5.4348 -0.7191 5.5218
C 4.2920 -0.8778 4.7547
H 4.5972 1.8253 2.7562
H 6.6248 2.1167 4.1192
H 7.1775 0.4832 5.9038
H 5.6636 -1.4452 6.2926
H 3.6333 -1.7201 4.9247
C 3.5303 -1.5740 -2.1164
Si 2.3483 -0.0672 -2.1270
C 3.5569 1.4129 -2.1327
C 1.8487 -0.0772 -3.9974
H 4.3196 -1.4542 -2.8695
H 2.9930 -2.5014 -2.3517
H 4.0088 -1.7209 -1.1433
H 4.3195 1.2944 -2.9132
H 4.0740 1.5257 -1.1743
H 3.0235 2.3506 -2.3216
H 2.7080 -0.1326 -4.6779
H 1.2884 0.8327 -4.2482
H 1.1914 -0.9254 -4.2317
*
```

Kohn-Sham gap = 0.1713 hartree
HOMO level = -5.14 eV
LUMO = -0.48 eV

=====

x | DFT (ωB97M-V with the def2-TZVPD basis set) results for C29H32BaN4Si as an isolated structure.

```
! wB97M-V def2-TZVPD RIJCOSX def2/J DEFGRID3
* xyz 0 1
Ba -0.0970 0.2263 0.2152
C 2.1390 0.0546 -1.2087
N 1.9577 -1.1291 -0.3995
C 2.0070 -2.3305 -1.2107
C 0.6820 -2.7699 -1.7699
C 0.6643 -3.6087 -2.8828
C -0.5488 -4.1058 -3.3192
C -1.7015 -3.7384 -2.6402
C -1.5844 -2.8919 -1.5479
N -0.4178 -2.4310 -1.1174
C 3.0074 -1.1692 0.5966
C 2.9349 -0.0912 1.6366
C 4.1016 0.4433 2.1730
C 4.0028 1.3361 3.2216
C 2.7385 1.6643 3.6992
C 1.6365 1.1137 3.0750
N 1.7307 0.2563 2.0671
C 1.2341 0.1519 -2.3777
C 1.7305 0.3167 -3.6665
C 0.8419 0.5343 -4.7002
C -0.5198 0.5623 -4.4192
C -0.9187 0.3618 -3.1153
N -0.0646 0.1773 -2.1241
H 3.1858 0.1441 -1.5519
H 1.9289 0.9206 -0.5854
H 2.3393 -3.1650 -0.5826
H 2.7331 -2.2309 -2.0309
H 1.5879 -3.8774 -3.3763
H -0.5878 -4.7840 -4.1608
H -2.6635 -4.1159 -2.9477
H -2.4405 -2.5742 -0.9682
H 4.0069 -1.1359 0.1264
H 2.9341 -2.1169 1.1427
H 5.0651 0.1621 1.7703
H 4.8904 1.7667 3.6595
H 2.6166 2.3417 4.5279
H 0.6200 1.3633 3.3587
H 2.7966 0.3030 -3.8426
H 1.2014 0.6930 -5.7050
H -1.2449 0.7576 -5.1912
H -1.9596 0.3762 -2.8152
C -2.2876 -0.3507 1.5504
C -3.2913 -0.7068 2.1376
C -4.4617 -1.1079 2.8411
C -5.5922 -0.2874 2.8525
C -6.7186 -0.6628 3.5568
C -6.7392 -1.8583 4.2572
C -5.6257 -2.6853 4.2408
C -4.4959 -2.3160 3.5383
H -5.5606 0.6430 2.3055
H -7.5891 -0.0195 3.5653
H -7.6188 -2.1454 4.8165
H -5.6434 -3.6212 4.7839
H -3.6216 -2.9509 3.5219
C 1.0091 3.4062 -2.0498
Si 0.8100 3.1048 -0.1550
C 2.6492 3.3045 0.4135
C 0.0930 4.7534 0.5239
H 1.2804 4.4391 -2.2615
H 0.0917 3.1876 -2.5942
H 1.7932 2.7786 -2.4718
H 3.0805 4.2252 0.0204
H 3.3006 2.4928 0.0868
H 2.7188 3.3523 1.4995
H 0.7216 5.5981 0.2494
H 0.0385 4.7206 1.6077
H -0.9073 4.9444 0.1507
*
```

Kohn-Sham gap = 0.2011 hartree
HOMO level = -5.64 eV
LUMO = -0.17 eV

=====

Pick w: it beats the second-best structure by 1.182 eV.

=====

w | DFT (ωB97M-V with the def2-TZVPD basis set) results for a 2-piece molecular cluster, C3H6I2O overall.

```
! wB97M-V def2-TZVPD RIJCOSX def2/J DEFGRID3
* xyz 0 1
C 0.4820 1.5178 0.2031
C 0.3783 -0.8414 -0.8132
C -0.0165 0.0919 0.2124
O -0.6707 -0.2714 1.1717
I 1.8658 -2.2401 0.0910
I -3.9586 -1.0970 0.0117
H 1.4076 1.5000 0.7992
H -0.4505 2.1571 0.4529
H 0.8373 1.6519 -0.8094
H -0.3218 -1.5489 -1.1675
H 0.9609 -0.4533 -1.6423
H -2.5713 -0.5599 0.6021
*
```

SMILES = CC(=O)CI.I
Kohn-Sham gap = 0.3288 hartree
HOMO level = -9.76 eV
LUMO = -0.81 eV

=====

x | DFT (ωB97M-V with the def2-TZVPD basis set) results for C3H6I2O as an isolated structure.

```
! wB97M-V def2-TZVPD RIJCOSX def2/J DEFGRID3
* xyz 0 1
C -2.1785 0.8007 0.4079
C -1.7008 -0.5108 -0.3240
C 2.5596 -0.4476 -0.1214
O -0.8100 -1.2134 0.0580
I 2.0221 1.6028 -0.3358
I 4.6650 -1.0027 -0.1017
H -2.8168 0.4781 1.2995
H -1.2191 1.1424 0.9550
H -2.5801 1.6332 -0.2445
H -2.1994 -0.6674 -1.2196
H 2.0046 -0.8257 0.6536
H 2.2534 -0.9894 -1.0269
*
```

Kohn-Sham gap = 0.3418 hartree
HOMO level = -9.46 eV
LUMO = -0.16 eV

=====

Pick w: it beats the second-best structure by 0.477 eV.